Entry 1:
An isolated molecule of C2H2N2O2S, computed with wB97M-V/def2-TZVPD.

Geometry as XYZ:
```
9
Properties=species:S:1:pos:R:3:forces:R:3:nbo_charge:R:1
C 0.321 -0.974 0.012 5.8 1.4 -0.4 -0.168
C 1.981 -0.470 0.001 -4.3 -3.4 -0.1 0.294
N 0.271 1.282 0.210 1.4 -0.6 0.5 -0.565
N -0.412 0.104 -0.109 0.8 -2.8 1.1 0.267
O -1.626 0.143 -0.220 -1.6 1.0 -0.5 -0.457
O 2.845 -1.286 -0.046 0.8 0.3 0.1 -0.534
S 1.987 1.212 -0.097 -0.6 1.6 0.1 0.490
H 0.366 -2.089 -0.061 -1.5 1.4 -0.1 0.270
H -0.192 2.070 -0.143 -0.9 1.1 -0.9 0.404
```
Positions in Å, forces in eV/Å.

Output
- energy (Eh) = -735.4337
- largest force on an atom (eV/A) = 6.0
- HOMO energy (eV) = -9.517
- energy relative to the best compared isomer or geometry (same formula, charge and spin) (eV) = 4.1786
- gap between HOMO and LUMO (eV) = 9.526

Entry 2:
An isolated molecule of C2H2N2O2S, computed with wB97M-V/def2-TZVPD.

Geometry as XYZ:
```
9
Properties=species:S:1:pos:R:3:forces:R:3:nbo_charge:R:1
O -1.218 -0.056 1.488 0.8 0.8 0.1 -0.504
N 0.053 0.066 0.935 -0.6 -0.5 0.1 0.075
O 0.704 -1.196 1.162 0.2 0.3 -0.3 -0.306
C 1.263 -1.453 -0.012 -0.5 0.8 -1.3 0.415
N 0.987 -0.662 -1.020 0.0 -0.9 1.6 -0.488
C 0.084 0.259 -0.481 0.0 0.5 -0.5 0.119
S -0.747 1.443 -1.237 0.4 -0.6 0.4 -0.010
H -1.161 0.611 2.195 -0.4 -0.4 -0.1 0.489
H 1.867 -2.344 -0.048 0.2 0.0 0.0 0.208
```
Positions in Å, forces in eV/Å.

Output
- energy (Eh) = -735.4715
- largest force on an atom (eV/A) = 1.9
- HOMO energy (eV) = -9.036
- energy relative to the best compared isomer or geometry (same formula, charge and spin) (eV) = 3.1509
- gap between HOMO and LUMO (eV) = 8.468

Entry 3:
A cluster of 2 separate species, C2H2N2O3 in total, computed with wB97M-V/def2-TZVPD.

Geometry as XYZ:
```
9
Properties=species:S:1:pos:R:3:forces:R:3:nbo_charge:R:1
C -1.327 -0.803 0.062 0.2 0.2 -0.1 0.720
C -0.313 0.363 -0.193 -1.7 2.2 2.4 -0.083
N 0.945 0.039 -0.425 2.9 -1.1 -0.9 -0.392
N 1.972 0.352 0.238 -0.3 0.2 0.3 0.118
O 3.120 -0.064 -0.162 -0.6 0.1 -0.1 -0.666
O -2.311 -0.775 -0.711 -0.6 0.2 -0.4 -0.817
O -1.075 -1.658 0.918 0.3 -0.2 0.6 -0.777
H -0.734 1.070 -0.914 0.1 -0.1 0.1 0.166
H -0.278 1.476 1.186 -0.3 -1.6 -1.8 -0.271
```
Positions in Å, forces in eV/Å.

Output
- energy (Eh) = -412.4704
- largest force on an atom (eV/A) = 3.7
- HOMO energy (eV) = 0.497
- energy relative to the best compared isomer or geometry (same formula, charge and spin) (eV) = 2.0793
- gap between HOMO and LUMO (eV) = 6.820
- net charge = -2

Entry 4:
A cluster of 2 separate species, C2H2N2O3 in total, computed with wB97M-V/def2-TZVPD.

Geometry as XYZ:
```
9
Properties=species:S:1:pos:R:3:forces:R:3:nbo_charge:R:1
C -0.883 2.782 0.960 -0.6 1.5 0.4 0.607
C 0.261 -1.399 0.159 -1.4 1.9 -0.2 -0.225
N 0.674 -2.252 -0.642 2.0 -1.6 -1.7 -0.245
N 1.560 -3.030 -1.145 -1.4 0.4 0.1 0.037
O 1.174 -4.094 -1.832 -0.1 1.0 0.9 -0.694
O -0.337 3.401 1.905 0.2 -0.1 0.1 -0.816
O -1.877 3.157 0.291 0.1 -0.3 -0.2 -0.814
H -0.150 -0.397 -0.402 0.9 -2.0 0.9 0.126
H -0.422 1.832 0.707 0.3 -0.9 -0.3 0.024
```
Positions in Å, forces in eV/Å.

Output
- energy (Eh) = -412.4848
- largest force on an atom (eV/A) = 3.1
- HOMO energy (eV) = 0.009
- energy relative to the best compared isomer or geometry (same formula, charge and spin) (eV) = 1.6869
- gap between HOMO and LUMO (eV) = 6.877
- net charge = -2

Entry 5:
A structure of composition C2H2N2O3, computed with wB97M-V/def2-TZVPD.

Geometry as XYZ:
```
9
Properties=species:S:1:pos:R:3:forces:R:3:nbo_charge:R:1
C 0.624 -0.611 -0.425 2.6 0.0 0.5 0.697
C -0.776 0.463 0.481 1.8 8.3 1.9 0.723
H 1.871 -1.653 -1.139 1.0 1.8 0.0 0.498
H -1.043 2.372 0.842 1.1 0.7 0.3 0.502
N -0.336 -1.405 -0.250 -0.7 -1.4 0.7 -0.381
N -1.248 -0.602 0.597 -3.3 -8.9 -1.7 -0.327
O 1.859 -0.664 -0.905 -0.4 -4.3 -1.5 -0.621
O -1.472 1.560 0.635 -1.4 0.4 0.3 -0.645
O 0.521 0.541 0.164 -0.6 3.4 -0.5 -0.446
```
Positions in Å, forces in eV/Å.

Output
- energy (Eh) = -412.5624
- largest force on an atom (eV/A) = 9.7
- HOMO energy (eV) = -9.902
- energy relative to the best compared isomer or geometry (same formula, charge and spin) (eV) = 2.4107
- gap between HOMO and LUMO (eV) = 10.320

Entry 6:
A cluster of 2 separate species, C2H2N2O3 in total, computed with wB97M-V/def2-TZVPD.

Geometry as XYZ:
```
9
Properties=species:S:1:pos:R:3:forces:R:3:nbo_charge:R:1
C -0.776 -1.225 0.006 -0.1 -0.5 0.3 0.136
C -1.073 0.076 -0.496 0.1 1.3 0.4 0.206
N -0.515 -2.223 0.528 -0.2 0.2 -0.4 -0.234
N 1.429 0.202 -0.035 -0.8 -0.6 -2.1 0.447
O 2.392 -0.265 -0.558 -0.2 0.5 1.1 -0.272
O 1.294 0.900 0.954 0.9 0.5 0.4 -0.372
O -1.079 1.085 0.369 0.4 -0.6 -1.3 -0.636
H -1.591 0.205 -1.502 0.9 -0.1 1.4 0.224
H -0.081 1.246 0.736 -1.0 -0.7 0.2 0.501
```
Positions in Å, forces in eV/Å.

Output
- energy (Eh) = -412.4408
- largest force on an atom (eV/A) = 2.4
- HOMO energy (alpha / beta) (eV) = -10.421 / -9.141
- energy relative to the best compared isomer or geometry (same formula, charge and spin) (eV) = 5.7194
- gap between HOMO and LUMO (alpha / beta) (eV) = 8.698 / 6.640

Entry 7:
A structure of composition C2H2N2O6S2, computed with wB97M-V/def2-TZVPD.

Geometry as XYZ:
```
14
Properties=species:S:1:pos:R:3:forces:R:3:nbo_charge:R:1
C -0.790 0.447 -0.410 0.3 0.9 0.3 -0.171
C -2.395 -2.208 0.130 1.7 0.5 -1.1 0.452
N -0.393 0.585 0.798 2.0 -3.8 -3.2 -0.227
N -1.325 -2.037 -0.391 -2.3 -1.3 1.6 0.113
O -2.578 1.952 0.658 -0.7 1.2 -0.6 -0.956
O -3.153 0.258 -1.115 -0.6 0.2 1.6 -0.832
O -3.589 -1.755 0.298 -1.4 -0.2 -0.3 -0.656
O -5.013 0.402 0.528 -0.9 -0.4 0.0 -0.834
O 0.589 -0.288 1.355 0.2 0.3 0.5 -0.573
O -0.163 -2.271 -0.576 1.4 -0.2 -0.5 -0.424
S -2.207 1.533 -0.728 2.7 1.1 -0.3 1.440
S -3.665 -0.014 0.520 0.1 -1.7 0.6 1.747
H -0.540 1.148 1.557 -1.4 2.4 2.0 0.407
H 0.799 -1.100 0.828 -1.0 0.9 -0.6 0.513
```
Positions in Å, forces in eV/Å.

Output
- energy (Eh) = -1434.3832
- largest force on an atom (eV/A) = 5.3
- HOMO energy (eV) = -9.559
- energy relative to the best compared isomer or geometry (same formula, charge and spin) (eV) = 0.2239
- gap between HOMO and LUMO (eV) = 8.802

Entry 8:
A cluster of 2 separate species, C2H2N2OS in total, computed with wB97M-V/def2-TZVPD.

Geometry as XYZ:
```
8
Properties=species:S:1:pos:R:3:forces:R:3:nbo_charge:R:1
C -1.252 0.331 1.036 -1.1 0.4 -1.0 0.092
N -1.900 0.667 0.119 2.0 -1.0 2.5 -0.413
S -2.616 1.149 -1.147 -1.4 0.9 -1.9 0.074
H -0.552 -0.394 1.351 0.3 -0.2 0.6 0.245
N 0.881 -0.610 -0.601 2.1 2.0 1.9 -0.792
C 1.919 -0.175 -0.089 -1.3 -0.4 0.9 0.866
O 2.704 0.286 0.652 -0.5 -0.4 -1.4 -0.487
H 0.816 -1.253 -1.321 0.0 -1.3 -1.6 0.416
```
Positions in Å, forces in eV/Å.

Output
- energy (Eh) = -660.2705
- largest force on an atom (eV/A) = 3.5
- HOMO energy (eV) = -8.637
- energy relative to the best compared isomer or geometry (same formula, charge and spin) (eV) = 2.0995
- gap between HOMO and LUMO (eV) = 8.827

no.,molecular weight (u)
1,118.117
2,118.117
3,102.049
4,102.049
5,102.049
6,102.049
7,214.180
8,102.118